(1)
Computed, not measured: C23H20AsF6N5OOs as an isolated structure, with the ωB97M-V functional and the def2-TZVPD basis.

Properties
* gap between HOMO and LUMO (spin up / spin down): 7.39 / 5.19 eV
* DFT total energy: -4162.23408 a.u.

```
! RIJCOSX wB97M-V def2-TZVPD def2/J DEFGRID3
* xyz 3 2
Os -0.3337 -0.1334 0.2588
C 2.6794 -1.4866 -2.6108
C 1.8729 -1.2032 -1.4053
N 0.9448 -0.2992 -1.3338
N 0.7905 0.6144 -2.3478
C 0.2698 1.6851 -1.8205
O -0.0547 1.7373 -0.5571
C 0.0570 2.8485 -2.6856
C -0.5069 4.0203 -2.1565
C -0.7278 5.0788 -2.9940
C -0.3756 4.9853 -4.3819
C 0.1833 3.8173 -4.9146
C 0.4042 2.7567 -4.0836
C 2.1040 -1.8063 -0.0985
C 3.1014 -2.7267 0.1499
C 3.3630 -3.1031 1.4617
C 2.6121 -2.5238 2.4682
C 1.6050 -1.6275 2.1484
N 1.3351 -1.2615 0.8892
H 2.2769 -0.9804 -3.4809
H 2.6957 -2.5640 -2.7899
H 3.7118 -1.1639 -2.4499
H -0.7673 4.0671 -1.1096
H -1.1723 5.9954 -2.6294
H -0.5480 5.8425 -5.0220
H 0.4344 3.7662 -5.9647
H 0.8330 1.8354 -4.4512
H 3.6746 -3.1288 -0.6741
H 4.1399 -3.8207 1.6896
H 2.7877 -2.7625 3.5081
H 0.9945 -1.2164 2.9388
N -0.1704 0.9516 2.0433
C -0.9423 0.2596 3.0943
C -1.1322 0.7968 4.3360
C -1.8770 0.0879 5.3008
C -2.3976 -1.1415 5.0036
C -2.1997 -1.7165 3.7251
C -2.6904 -2.9917 3.3594
C -2.4554 -3.4846 2.1027
C -1.7525 -2.7019 1.1842
N -1.2683 -1.5086 1.4981
C -1.4718 -0.9975 2.7609
H 0.7813 1.1470 2.3566
H -0.5942 1.8613 1.8417
H -0.7184 1.7673 4.5858
H -2.0298 0.5276 6.2764
H -2.9675 -1.6907 5.7421
H -3.2522 -3.5707 4.0824
H -2.8194 -4.4545 1.7965
H -1.5920 -3.0405 0.1690
F -1.5389 -1.0448 -1.2943
As -3.2272 -0.1149 -1.2937
F -2.3828 1.0597 -2.1947
F -2.2511 0.6566 0.2159
F -4.5127 0.8994 -0.9724
F -3.6991 -1.2921 -0.1671
F -3.7146 -0.9801 -2.6347
*
```

Quick look at the natural (NBO) charges, all values in e:
1. Os 1.53
2. C -0.69
3. C 0.38
4. N -0.21
5. N -0.27
6. C 0.51
7. O -0.66
8. C 0.17
9. C -0.23
10. C -0.07
11. C 0.06
12. C -0.24
13. C -0.07
14. C 0.12
15. C -0.16
16. C -0.09
17. C -0.19
18. C 0.07
19. N -0.39
20. H 0.28
21. H 0.28
22. H 0.28
23. H 0.26
24. H 0.26
25. H 0.26
26. H 0.28
27. H 0.26
28. H 0.27
29. H 0.28
30. H 0.27
31. H 0.23
32. N -0.73
33. C 0.03
34. C -0.14
35. C -0.17
36. C -0.11
37. C -0.11
38. C -0.02
39. C -0.25
40. C 0.14
41. N -0.49
42. C 0.21
43. H 0.44
44. H 0.44
45. H 0.25
46. H 0.27
47. H 0.26
48. H 0.26
49. H 0.28
50. H 0.24
51. F -0.59
52. As 2.85
53. F -0.59
54. F -0.57
55. F -0.55
56. F -0.58
57. F -0.55

***

(2)
Computed, not measured: a 2-piece molecular cluster, C7H9O2P overall in a non-equilibrium geometry, with the ωB97M-V functional and the def2-TZVPD basis.

Properties
* gap between HOMO and LUMO: 8.08 eV
* DFT total energy: -763.83574 a.u.

```
! RIJCOSX wB97M-V def2-TZVPD def2/J DEFGRID3
* xyz 0 1
C 0.3599 0.9093 -0.4479
C 1.5425 0.6036 -0.9866
C 0.1182 -1.3253 0.5022
C -0.3680 -0.1405 0.1943
C -2.4505 -0.0109 0.8406
C 2.0707 -0.8032 -0.9883
C 1.5649 -1.6282 0.2008
O -2.9760 -0.9803 1.2349
O -1.6306 2.4428 1.5492
P -2.5441 1.7615 0.6404
H -0.0139 1.9260 -0.4441
H 2.1377 1.3538 -1.4867
H -0.4587 -2.0771 1.0187
H 1.7550 -1.2828 -1.9247
H 3.1623 -0.7907 -0.9847
H 2.1480 -1.3975 1.1008
H 1.6870 -2.6934 -0.0037
H -2.2600 1.8665 -0.7150
H -3.8445 2.2664 0.6997
*
```

Quick look at the natural (NBO) charges, all values in e:
1. C -0.31
2. C -0.13
3. C -0.23
4. C -0.08
5. C 0.31
6. C -0.44
7. C -0.43
8. O -0.45
9. O -1.05
10. P 1.46
11. H 0.22
12. H 0.21
13. H 0.22
14. H 0.21
15. H 0.22
16. H 0.21
17. H 0.22
18. H -0.08
19. H -0.09

***

(3)
Computed, not measured: C32H35AsN7O2S2Tl as an isolated structure in a non-equilibrium geometry, with the ωB97M-V functional and the def2-TZVPD basis.

Properties
* gap between HOMO and LUMO (spin up / spin down): 3.17 / 3.15 eV
* DFT total energy: -4978.21014 a.u.

```
! RIJCOSX wB97M-V def2-TZVPD def2/J DEFGRID3
* xyz 2 1
Tl -1.2616 -1.1588 0.9281
C -4.5267 3.0410 -0.4533
N -5.0665 1.7024 -0.3263
C -6.5102 1.5460 -0.3101
C -4.2176 0.6532 -0.1648
N -2.9483 0.7360 0.0227
N -4.8220 -0.5939 -0.2181
C -4.3221 -1.7519 -0.7740
N -5.2971 -2.5712 -1.2514
N -3.0731 -2.0322 -0.7969
H -5.2657 3.6865 -0.9199
H -3.6527 3.0311 -1.1088
H -4.2597 3.4695 0.5182
H -6.9743 2.5270 -0.3692
H -6.8533 1.0908 0.6242
H -6.8684 0.9610 -1.1644
H -2.5962 1.6868 0.0372
H -5.8273 -0.5826 -0.1351
H -6.2359 -2.2445 -1.4048
H -5.0458 -3.4280 -1.7134
H -2.8697 -2.8778 -1.3178
O 3.9503 -0.1954 0.6177
C 4.4169 -1.4196 0.3792
C 5.7793 -1.5840 0.1113
C 6.2988 -2.8378 -0.1172
C 5.4687 -3.9635 -0.0995
C 4.1267 -3.8176 0.1552
C 3.5707 -2.5547 0.4019
C 2.1373 -2.4191 0.6090
O 1.5327 -1.3223 0.6813
N 1.4991 -3.6015 0.7602
N 0.2309 -3.7115 0.7751
C -0.4858 -4.7742 0.7444
S -2.1783 -4.7026 1.1463
C -2.4414 -6.5117 0.9798
C -1.5531 -7.0154 -0.1330
S 0.1063 -6.2971 0.0996
H 2.9835 -0.2514 0.7740
H 6.3974 -0.7011 0.1038
H 7.3581 -2.9591 -0.2851
H 5.8815 -4.9435 -0.2830
H 3.4647 -4.6717 0.1653
H -3.4924 -6.6822 0.7537
H -2.1883 -6.9700 1.9366
H -1.9134 -6.7127 -1.1176
H -1.4483 -8.0995 -0.1049
C 0.5597 6.6430 -0.1289
C -0.6860 6.0406 -0.1568
C -0.7847 4.6578 -0.1687
C 0.3589 3.8750 -0.1345
C 1.6081 4.4851 -0.0608
C 1.7044 5.8647 -0.0660
As 0.3087 1.9085 -0.2044
C 1.0038 1.6016 1.6094
C 2.3341 1.7714 1.9647
C 2.6978 1.6892 3.3004
C 1.7498 1.4276 4.2740
C 0.4192 1.2673 3.9208
C 0.0484 1.3703 2.5923
C 1.6101 1.5473 -1.6176
C 1.9654 2.5360 -2.5334
C 2.7592 2.2154 -3.6193
C 3.1946 0.9137 -3.8130
C 2.8304 -0.0777 -2.9164
C 2.0161 0.2372 -1.8461
H 0.6414 7.7183 -0.1592
H -1.5808 6.6445 -0.1805
H -1.7610 4.1908 -0.2086
H 2.5066 3.8817 -0.0096
H 2.6800 6.3276 -0.0311
H 3.0913 1.9539 1.2135
H 3.7323 1.8283 3.5755
H 2.0405 1.3539 5.3093
H -0.3268 1.0733 4.6765
H -1.0034 1.3036 2.3216
H 1.6367 3.5573 -2.3924
H 3.0335 2.9862 -4.3226
H 3.7774 0.6682 -4.6869
H 3.1522 -1.0954 -3.0730
H 1.6718 -0.5407 -1.1810
*
```

Quick look at the Löwdin charges, all values in e:
1. Tl 0.92
2. C -0.04
3. N -0.15
4. C -0.04
5. C -0.43
6. N 0.05
7. N 0.14
8. C -0.52
9. N 0.17
10. N 0.01
11. H 0.10
12. H 0.09
13. H 0.10
14. H 0.10
15. H 0.10
16. H 0.10
17. H -0.01
18. H 0.12
19. H 0.11
20. H 0.11
21. H 0.04
22. O 0.10
23. C -0.21
24. C 0.03
25. C -0.01
26. C -0.05
27. C -0.02
28. C -0.06
29. C -0.37
30. O -0.11
31. N 0.19
32. N -0.05
33. C -0.84
34. S 0.99
35. C -0.45
36. C -0.46
37. S 1.05
38. H 0.07
39. H 0.13
40. H 0.13
41. H 0.12
42. H 0.11
43. H 0.10
44. H 0.10
45. H 0.09
46. H 0.10
47. C -0.07
48. C -0.07
49. C -0.11
50. C -0.38
51. C -0.13
52. C -0.06
53. As 1.35
54. C -0.42
55. C -0.12
56. C -0.05
57. C -0.06
58. C -0.07
59. C -0.20
60. C -0.37
61. C -0.10
62. C -0.06
63. C -0.07
64. C -0.08
65. C -0.14
66. H 0.11
67. H 0.11
68. H 0.07
69. H 0.10
70. H 0.11
71. H 0.10
72. H 0.12
73. H 0.11
74. H 0.11
75. H 0.05
76. H 0.10
77. H 0.11
78. H 0.11
79. H 0.10
80. H 0.06

***

(4)
Computed, not measured: a 2-piece molecular cluster, C2H6N2O overall in a non-equilibrium geometry, with the ωB97M-V functional and the def2-TZVPD basis.

Properties
* gap between HOMO and LUMO: 8.30 eV
* SMILES: NC=O.C=N
* DFT total energy: -264.43504 a.u.

```
! RIJCOSX wB97M-V def2-TZVPD def2/J DEFGRID3
* xyz 0 1
N -0.0875 -1.0714 -0.8986
C 1.1718 -1.6073 -0.8682
O 1.7195 -1.7505 0.1968
H -0.2600 -0.6983 0.0194
H -0.3704 -0.7640 -1.8128
H 1.4065 -2.0831 -1.8265
C -0.2491 1.7598 0.9199
N -1.4758 1.4513 0.5151
H -0.0519 2.8489 1.2699
H 0.2818 0.8546 1.2778
H -2.0850 1.0600 1.2072
*
```

Quick look at the natural (NBO) charges, all values in e:
1. N -0.83
2. C 0.52
3. O -0.61
4. H 0.40
5. H 0.40
6. H 0.11
7. C 0.05
8. N -0.79
9. H 0.19
10. H 0.15
11. H 0.40

***

Energy relative to the best compared isomer or geometry (same formula, charge and spin) across the listed records, respectively: 0.0, 357.7, 330.9, 399.8 kJ/mol.